[1]
{"formula": "C25H25Cl3I2N4O4S4Tl", "method": "ωB97M-V with the def2-TZVPD basis set", "elements": ["C", "C", "H", "O", "H", "H", "H", "C", "H", "H", "H", "O", "H", "C", "H", "C", "H", "N", "S", "C", "H", "O", "C", "H", "Cl", "H", "S", "H", "C", "H", "C", "O", "H", "Tl", "I", "C", "H", "Cl", "S", "C", "C", "C", "C", "N", "C", "C", "C", "H", "H", "N", "H", "Cl", "H", "H", "I", "H", "C", "S", "H", "C", "C", "C", "N", "H", "C", "C", "C", "C"], "xyz": [[2.1310, -0.4544, -1.0118], [-3.2326, 4.1861, -3.4791], [3.7785, 5.0472, -0.0416], [1.5567, -0.2361, 0.0940], [2.7183, -4.8508, -0.7797], [-2.5187, 3.0801, -5.1733], [-2.3433, 3.6245, -0.2546], [1.3975, -3.5619, 0.3568], [2.3174, 4.3170, 1.8113], [2.3813, -5.3765, 0.8657], [1.3541, 2.8802, -2.8260], [1.7192, -0.3650, -2.1561], [-1.6085, -1.9020, -3.6783], [-3.1887, 4.3442, -2.0996], [3.4744, -4.0118, 0.5555], [1.0290, 3.1736, 0.5368], [1.8483, 1.9527, 5.0672], [-0.4287, -2.3010, -0.5680], [-3.7447, -2.9750, 1.6336], [1.2699, -3.1873, 3.8432], [0.3811, 2.8217, 1.3285], [-1.1359, 1.3643, 0.2966], [2.9158, 4.4287, -0.2463], [-1.9866, -1.2027, -1.3161], [4.6676, 0.4833, -1.3712], [-3.8649, 4.8303, -4.0743], [-0.4654, 1.5128, -1.0415], [-5.7990, 0.5092, 0.5549], [0.0765, -3.1293, -3.1484], [-7.3539, -0.1090, 1.1827], [-2.4798, 3.2005, -4.0996], [-5.7608, -1.3128, 1.5653], [1.6859, -4.2351, -2.3059], [-0.4604, -0.8136, 1.6087], [-0.6612, 1.6797, 4.1537], [-0.9684, -2.2661, -2.8881], [1.2387, 0.3295, 5.4898], [3.9921, -2.2541, -1.9520], [-3.3587, -0.3608, 0.8663], [1.3207, 1.0765, 4.7096], [-1.6107, 2.5625, -1.9672], [2.1045, 4.0072, 0.7971], [-6.2942, 0.0083, 1.3866], [2.0193, -3.6504, 4.8503], [1.5705, 3.2096, -1.8195], [-1.1758, -1.8752, -1.5715], [2.6424, 4.0454, -1.5506], [-1.0804, 1.5849, -3.7961], [2.9129, -4.0932, 4.7117], [1.7326, -3.4206, 2.5983], [1.6742, -3.5624, 5.7900], [4.1096, -1.3461, 0.7745], [3.2840, 4.3662, -2.3592], [-3.7801, 5.1156, -1.6257], [2.4105, 0.2556, 3.0648], [0.2990, -3.4461, -4.1578], [0.7821, 2.7783, -0.7656], [-0.1869, -2.4239, 4.1689], [-6.1527, 0.5833, 2.3017], [0.8647, -3.5702, -2.0965], [-2.3768, 3.5244, -1.3313], [3.6697, -0.8908, -0.8807], [1.0374, -3.0932, 1.4907], [2.6565, -3.8296, 2.5077], [-4.4870, -1.5078, 1.3823], [-1.6671, 2.3720, -3.3384], [2.5563, -4.5047, 0.2313], [0.5915, -3.1356, -0.8045]], "atomic_forces_ev_per_a": [[0.0, 0.0, 0.1], [0.0, 0.0, -0.1], [0.0, 0.1, 0.0], [0.1, -0.1, 0.0], [0.0, 0.0, 0.0], [0.0, 0.0, 0.0], [0.1, 0.0, 0.0], [0.3, -0.2, 0.5], [0.0, 0.0, 0.0], [0.0, 0.0, 0.0], [0.1, 0.0, -0.1], [0.1, -0.1, 0.2], [0.0, 0.1, 0.0], [0.0, -0.1, 0.1], [0.0, 0.0, 0.0], [-0.1, -0.1, 0.1], [-0.1, 0.0, -0.1], [-0.1, 0.3, 0.3], [0.0, 0.0, 0.0], [-0.3, -0.1, -0.1], [0.1, 0.0, 0.0], [-0.2, -0.7, 1.0], [0.1, 0.0, 0.1], [0.0, 0.0, 0.0], [-0.1, 0.1, 0.0], [0.0, 0.0, 0.0], [-0.2, 1.1, -0.7], [-0.1, 0.0, 0.0], [-0.1, 0.1, 0.0], [0.1, -0.1, 0.0], [0.0, 0.0, 0.0], [0.1, -0.3, 0.0], [0.0, 0.0, 0.0], [0.5, -0.2, -0.5], [0.3, -0.1, 0.1], [0.1, -0.1, 0.0], [-0.1, 0.0, -0.1], [0.1, -0.1, -0.1], [-0.1, -0.1, 0.2], [-0.1, -0.1, -0.2], [0.2, -0.4, 0.0], [0.0, 0.1, -0.1], [-0.1, 0.4, -0.1], [0.2, 0.0, -0.1], [0.0, -0.1, 0.0], [-0.1, -0.1, -0.1], [0.0, -0.1, -0.1], [0.0, 0.0, -0.1], [0.0, -0.1, 0.0], [0.8, -0.4, 0.3], [0.0, 0.1, 0.0], [0.2, -0.1, 0.2], [0.0, 0.1, 0.0], [0.0, 0.0, 0.0], [-0.2, 0.3, 0.3], [0.0, 0.0, 0.0], [0.2, -0.3, 0.1], [-0.4, 0.3, -0.2], [0.0, -0.1, 0.0], [0.0, 0.0, 0.2], [-0.1, 0.1, 0.0], [-0.4, 0.4, -0.3], [-0.5, 0.5, -0.2], [-0.1, 0.0, -0.1], [0.0, 0.2, 0.0], [0.0, 0.0, 0.1], [-0.1, -0.1, 0.0], [-0.2, 0.0, -0.5]], "lowdin_charge": [-0.8208, -0.0695, 0.1083, -0.2915, 0.0650, 0.1096, 0.1168, -0.2471, 0.1086, 0.1025, 0.1178, -0.0075, 0.1179, -0.0620, 0.0495, -0.0825, -0.0337, 0.0651, 0.7974, -0.8720, 0.0594, -0.6958, -0.0696, 0.0672, 0.6359, 0.1090, 1.0226, 0.0669, -0.0207, 0.1033, -0.0679, -0.1357, 0.0975, 0.5922, 0.8065, -0.0145, -0.0406, 0.6613, 0.7212, -1.0737, -0.3574, -0.0634, -0.0478, 0.1210, -0.0645, -0.1338, -0.0675, 0.1120, 0.1213, -0.0092, 0.1072, 0.5462, 0.1112, 0.1098, 0.9137, 0.1230, -0.3499, 0.6350, 0.1059, -0.0126, -0.0590, -1.4667, 0.0256, 0.1420, -1.3004, -0.0848, -0.0295, -0.2233], "charge": 1, "lumo_energy_ev": [-5.471, -5.009], "e_tot_ev": -142276.5574, "largest_force_ev_per_a": 1.33, "relative_energy_ev": 1.518, "gap_ha": [0.2068, 0.2005]}

***

[2]
{"formula": "C43H35BN7O16", "method": "ωB97M-V with the def2-TZVPD basis set", "elements": ["C", "C", "H", "H", "N", "C", "H", "O", "C", "H", "C", "C", "C", "N", "C", "H", "C", "C", "N", "H", "C", "C", "C", "C", "C", "H", "H", "H", "H", "C", "O", "H", "H", "C", "O", "C", "H", "H", "C", "C", "C", "C", "H", "H", "H", "O", "H", "C", "N", "O", "H", "C", "C", "H", "C", "C", "C", "O", "H", "C", "H", "H", "O", "N", "O", "C", "C", "O", "O", "H", "H", "C", "C", "C", "O", "C", "H", "O", "O", "C", "H", "C", "C", "B", "C", "H", "C", "H", "O", "C", "H", "N", "O", "H", "H", "N", "C", "H", "O", "C", "H", "H"], "xyz": [[2.8782, 9.1898, 0.7293], [1.8264, -2.5510, 1.0491], [-0.0339, 5.7548, 8.0357], [5.8496, -8.5088, -0.1071], [-4.8833, -6.7547, -3.5385], [-4.0969, 6.8779, -8.7749], [-3.1907, 4.3546, -6.0433], [3.4455, -6.5759, -4.8519], [-0.4189, 5.1561, 7.2235], [5.2683, 7.2919, 3.1021], [-2.2735, 4.0615, 6.0892], [-3.8674, -6.0639, -4.2287], [1.0430, -0.2786, -2.6502], [3.9713, -6.3423, -3.7175], [0.2714, -0.7045, 9.7748], [0.7525, -1.8251, 13.4949], [-2.0721, -2.9249, -9.6379], [1.5752, -0.7676, 11.9161], [-2.8174, 6.7085, -8.3271], [-3.6393, -5.0405, -11.7601], [0.6593, -1.6122, 1.4341], [-2.6481, 5.8838, -7.3341], [-3.2528, -4.1125, -11.3653], [4.1943, -7.5192, -2.9057], [-3.5942, 5.0782, -6.7362], [2.1614, 0.2278, 10.0762], [-1.5980, 5.7161, -7.1455], [-2.2579, -4.8174, -1.5109], [3.3510, -8.8475, -4.3573], [-1.4380, 3.6129, 5.0747], [-4.2641, 3.8908, 7.0796], [-1.9967, -0.8041, -9.7713], [0.2152, -0.5197, 8.7122], [0.4050, 4.7622, 6.2006], [5.0289, 9.0650, 4.9119], [3.4350, 9.8564, 1.8381], [-4.3722, 7.5952, -9.5339], [-1.9190, -5.0948, -4.0128], [1.4130, -0.3700, 10.5750], [-1.7334, 4.7949, 7.1651], [4.6191, 7.8243, 2.4227], [-0.5076, -1.8591, 11.7617], [-4.2954, -2.7376, -12.6772], [-3.8745, -6.1410, -5.3059], [0.5462, 3.7299, 4.2761], [4.5382, 10.9899, 4.1473], [-1.6022, -1.7575, 9.9015], [-2.8567, -5.4752, -2.1233], [-1.5469, -2.6987, 12.4479], [-0.1866, -1.8373, 2.2897], [-1.4945, -2.9097, -8.7255], [2.1044, 0.7391, -2.0197], [-2.5735, -4.1208, -10.2082], [2.4898, -0.6250, 12.4725], [-0.0939, 3.9750, 5.1108], [3.8418, -8.7939, -3.3967], [-3.9952, -5.8892, -1.4191], [4.2038, -5.2187, -3.3898], [4.3712, 6.1183, 1.2659], [3.2172, 7.8410, 0.4035], [2.9202, 7.4198, -0.5456], [5.2858, -6.5282, -1.2668], [0.6625, -0.6401, 0.5877], [-3.6744, 3.6602, 6.0626], [-2.5672, -3.0153, 11.8252], [4.9017, -7.4616, -1.6510], [4.9289, -9.8327, -1.5165], [2.4106, -2.0467, 0.0004], [0.3674, -0.0851, -3.6334], [-2.3594, -5.0439, -9.6901], [2.0779, 9.6223, 0.1472], [-0.7033, -1.4285, 10.4017], [5.2064, -8.6198, -0.9675], [-5.1377, 6.1301, -8.2415], [0.8483, -1.2158, -1.7277], [-2.7562, -5.5810, -3.5343], [-5.7522, 4.6412, -6.7408], [-1.3748, -3.0117, 13.6030], [2.4561, 1.7980, -2.5265], [4.0612, 7.1514, 1.3197], [4.9989, -10.7511, -0.9524], [-2.3948, -1.7167, -10.1896], [-4.8993, -6.6237, -2.1892], [1.5684, -0.9447, -0.5148], [4.2275, -9.9548, -2.7400], [-1.8726, 3.0038, 4.2959], [-4.9356, 5.2506, -7.0989], [3.1260, 10.8800, 1.9901], [-4.0612, 3.0283, 5.0373], [0.6287, -1.5120, 12.4687], [-4.0521, -5.5894, -0.3831], [4.6345, 9.7462, 4.0226], [2.1004, -3.6652, 1.4953], [-5.8463, -6.7838, -1.6952], [-6.1207, 6.4490, -8.5552], [-3.2956, -1.6734, -11.1803], [4.2523, 9.1454, 2.7119], [1.4111, 5.1515, 6.1497], [2.4246, 0.2183, -0.9171], [-3.6352, -2.8183, -11.8263], [-2.3752, 5.1662, 7.9504], [4.0326, -10.9161, -3.1919]], "atomic_forces_ev_per_a": [[0.6, -1.5, 0.1], [0.4, -3.2, 0.8], [-0.1, 0.0, 0.1], [-0.3, -0.2, 0.4], [1.4, 2.0, -0.1], [0.4, -1.4, 1.4], [-0.5, -0.1, 0.3], [1.0, -0.1, 2.0], [0.4, -0.2, -0.3], [0.0, 0.0, 0.1], [1.7, 0.3, 0.2], [-0.2, -2.6, 2.5], [-1.0, 1.6, -0.2], [-2.3, -0.4, -3.7], [1.7, 0.0, 1.8], [-0.2, -0.3, 0.0], [0.0, -0.8, 0.2], [1.7, 1.4, -2.7], [-1.7, 1.7, -1.5], [0.0, 0.1, -0.4], [-1.6, -1.8, 2.1], [1.3, -0.8, -0.7], [-1.4, 1.6, -0.9], [1.4, -1.6, 2.5], [-1.3, 0.1, 0.2], [0.3, 0.0, 0.1], [0.2, 0.0, 0.6], [1.0, -0.2, -0.5], [-0.1, 0.0, 0.0], [0.2, 0.2, 0.2], [-1.6, -0.1, 0.1], [-0.3, 0.3, -0.1], [0.1, 0.4, 0.1], [0.0, -0.7, -2.1], [0.4, -1.7, 0.7], [-0.8, -0.6, -0.5], [0.7, 0.1, -0.2], [0.0, -0.1, -0.3], [-0.5, 0.2, -0.9], [-2.0, -0.1, 0.0], [-1.0, 0.3, 0.1], [-0.6, 0.5, -1.4], [-0.1, 0.3, -0.1], [-0.2, 0.1, -0.1], [0.1, -0.1, 0.1], [-0.2, -1.8, -0.8], [0.0, 0.0, 0.0], [-1.1, 0.7, 0.2], [-1.3, 0.0, -0.9], [1.5, 0.5, -1.1], [0.2, -0.4, 0.0], [-1.0, 1.2, -3.5], [1.8, 0.5, 2.1], [0.1, 0.5, -0.2], [0.1, 1.0, 1.2], [0.4, 0.7, -0.5], [1.7, -0.4, -2.2], [0.8, 0.3, 1.4], [-0.2, -0.1, -0.7], [1.1, 0.9, 1.8], [-0.4, -0.3, 0.2], [-0.3, 0.2, -0.1], [-0.3, 1.3, -0.6], [0.9, -1.5, -2.0], [1.4, 0.6, 0.1], [-0.8, 0.8, -2.1], [-1.9, -1.8, -0.9], [0.0, 0.8, -1.0], [1.0, -0.7, 0.7], [0.1, -0.2, 0.0], [0.3, 0.5, -0.2], [-0.7, -1.6, 2.0], [0.9, 0.9, -0.2], [0.1, 0.2, 2.1], [-0.5, -0.8, -0.8], [-1.0, 0.7, 1.0], [0.0, 0.1, 0.3], [0.6, 0.1, 0.2], [-0.4, -1.7, 1.0], [0.3, 1.3, 0.0], [0.8, -0.1, 0.1], [-1.0, -0.9, -0.3], [-0.8, 1.4, -0.5], [1.4, 0.6, -0.4], [0.5, 1.2, 0.8], [0.2, 0.1, -0.1], [1.2, 0.7, -2.5], [0.2, 0.0, 0.4], [0.1, 1.7, 2.6], [-2.4, -1.8, 1.8], [-0.5, -0.4, 0.1], [-0.1, 3.3, -0.9], [-0.7, 2.3, -0.1], [-0.3, -1.1, -0.2], [-0.3, -0.6, -0.1], [0.1, -0.5, -1.9], [-0.1, -0.4, -0.4], [0.2, -0.3, 0.1], [1.1, -0.3, 3.1], [0.5, 0.1, 1.5], [-0.3, -0.2, 0.0], [-0.1, 0.0, 0.2]], "lowdin_charge": [-0.0604, -0.3797, 0.1097, 0.1104, 0.0397, -0.1441, 0.1036, 0.0144, -0.0954, 0.1122, -0.1444, -0.1193, -0.3456, -0.3401, -0.0532, 0.1221, -0.0688, -0.0877, 0.0489, 0.0990, -0.3952, -0.1993, -0.0853, -0.1152, -0.0729, 0.0978, 0.1045, 0.1015, 0.1109, -0.0017, 0.0933, 0.1047, 0.1112, -0.0645, 0.0954, -0.0104, 0.0940, 0.0965, -0.0380, -0.0139, -0.0130, -0.0991, 0.0911, 0.0887, 0.1044, 0.0356, 0.1138, -0.0740, -0.3442, 0.1144, 0.1013, -0.4179, -0.1019, 0.1122, -0.0371, -0.0084, -0.0745, 0.1187, 0.1036, -0.0378, 0.1031, 0.1179, 0.2560, -0.3355, 0.0546, 0.0206, -0.0824, 0.2388, 0.1248, 0.1026, 0.0993, -0.0019, -0.0951, -0.0761, 0.2366, -0.0687, 0.0942, 0.0694, 0.0968, -0.0521, 0.1031, -0.1609, -0.1803, -0.8731, -0.0569, 0.1200, -0.0383, 0.1133, 0.0495, -0.0569, 0.1006, -0.3488, 0.1025, 0.0901, 0.0855, 0.0428, -0.1401, 0.1012, 0.2410, -0.1247, 0.1144, 0.1024], "charge": -1, "lumo_energy_ev": 0.573, "e_tot_ev": -89018.6371, "largest_force_ev_per_a": 4.38, "gap_ha": 0.2836}